Record 1
The following is a quantum chemistry calculation of a molecular structure, C31H50ClMnPS, from the Open Molecules 2025 dataset.

Atoms and positions in Å:
Mn  0.82676  0.49351  1.75278
Cl  0.90639  2.67754  1.19984
P  -0.14641  0.42144  -0.92758
C  2.35597  0.62120  2.83845
H  3.04682  -0.22617  2.82130
H  2.80712  1.61822  2.90934
C  -1.27734  -0.95092  -1.59681
C  1.39435  0.44683  -1.99789
C  -0.57024  -2.30581  -1.70022
H  -2.01558  -1.01461  -0.77709
C  -1.59266  -3.43695  -1.90752
H  0.13094  -2.29777  -2.54790
H  0.01956  -2.50565  -0.79622
C  -2.51898  -3.18698  -3.10392
H  -1.05952  -4.38622  -2.03977
H  -2.19799  -3.53192  -0.99562
C  -3.10404  -1.76847  -3.12759
H  -1.96191  -3.36237  -4.03376
H  -3.33871  -3.91445  -3.08792
C  -2.04993  -0.67527  -2.89403
H  -3.60935  -1.58859  -4.08466
H  -3.86889  -1.68563  -2.34228
H  -1.35057  -0.65616  -3.74465
H  -2.54297  0.30380  -2.86842
C  -1.00652  2.05180  -1.37056
C  1.21755  0.07534  -3.47564
H  1.68980  1.51019  -1.93408
C  2.50750  0.39851  -4.23909
H  0.99797  -0.99780  -3.56882
H  0.37516  0.61046  -3.93412
C  3.73389  -0.30625  -3.64340
H  2.38665  0.11717  -5.29189
H  2.66717  1.48579  -4.21118
C  3.84181  -0.16348  -2.11858
H  3.69251  -1.37288  -3.90207
H  4.64157  0.09255  -4.10982
C  2.51432  -0.39657  -1.37985
H  4.59496  -0.86020  -1.73324
H  4.19347  0.84992  -1.87979
H  2.24065  -1.46243  -1.43695
H  2.64147  -0.16097  -0.31060
C  -2.43934  2.08926  -0.83113
H  -0.41021  2.74876  -0.75637
C  -3.04927  3.49232  -0.97324
H  -3.06882  1.36547  -1.36942
H  -2.45312  1.79484  0.22864
C  -2.90623  4.07678  -2.38335
H  -4.10751  3.45167  -0.69407
H  -2.55098  4.15833  -0.25517
C  -1.48299  3.96259  -2.94347
H  -3.60203  3.56488  -3.06204
H  -3.20225  5.13131  -2.36919
C  -0.89953  2.54902  -2.81306
H  -1.46770  4.26575  -3.99737
H  -0.82814  4.65917  -2.40048
H  -1.43290  1.87081  -3.49671
H  0.15080  2.56680  -3.13440
C  -0.89679  -0.00354  2.14678
C  1.02465  0.43470  3.60783
H  -1.50023  -0.19189  1.22909
C  0.66037  1.55957  4.54998
H  0.87332  -0.54310  4.07750
C  -0.72342  1.35845  5.19046
H  1.41639  1.59730  5.35220
H  0.70510  2.52002  4.01578
C  -1.82451  1.31875  4.12960
H  -0.73490  0.42534  5.77322
H  -0.91842  2.17009  5.90693
C  -1.77566  -0.00897  3.32887
H  -2.80594  1.39528  4.62286
H  -1.74060  2.17789  3.44690
H  -1.52397  -0.86141  3.99331
H  -2.80621  -0.20478  2.97735
S  0.69373  -1.78244  1.56029
C  1.48931  -2.57177  2.91452
C  0.71145  -3.00875  4.00778
C  1.35294  -3.32091  5.20879
C  2.75354  -3.29462  5.28673
C  3.51997  -3.02507  4.14546
C  2.89302  -2.70572  2.94120
H  -0.37019  -3.05870  3.89666
H  0.75614  -3.59325  6.07854
H  3.24528  -3.51235  6.23415
H  4.60964  -3.06479  4.19084
H  3.45345  -2.51285  2.02906

Summary:
Total charge   -1
Total energy   -3561.90230 Eh
HOMO-LUMO gap (alpha / beta)   5.1 / 6.7 eV
2S+1   5

These are the Löwdin partial charges, in e, on atoms 1 to 8:
1 Mn -0.008
2 Cl 0.082
3 P 1.081
4 C -0.290
5 H 0.010
6 H 0.023
7 C -0.419
8 C -0.436

=====

Record 2
The following is a quantum chemistry calculation of a molecular structure, C31H50KN10O10P2S2, from the Open Molecules 2025 dataset.

Atoms and positions in Å:
K  0.06848  -0.04210  -0.06493
O  3.40666  -1.59690  -2.19344
C  2.23930  -1.79080  -1.55453
O  1.28252  -1.12169  -1.80325
C  2.26571  -2.89015  -0.50423
C  3.36972  -3.74486  -0.38240
C  3.28870  -4.70484  0.64912
C  2.21919  -4.75859  1.48238
C  1.13971  -3.80549  1.30343
N  1.20649  -2.89962  0.25020
C  0.00482  -3.72755  2.15838
O  0.10617  -4.43614  3.36532
O  -1.05005  -3.11625  1.96847
H  3.24371  -0.81667  -2.76990
H  4.21101  -3.66991  -1.05199
H  4.09287  -5.42463  0.77316
H  2.15644  -5.55205  2.21666
H  1.03436  -4.65805  3.49020
N  -2.31471  4.02158  -0.45331
C  -1.47802  3.08199  -0.91145
N  -1.65071  1.97069  -0.22511
C  -2.60555  2.31391  0.67467
N  -3.05843  3.54273  0.57290
C  -3.05338  1.37304  1.74002
C  -4.02842  1.74645  2.66005
N  -4.41959  0.93364  3.62966
C  -3.81504  -0.25207  3.67367
C  -2.85244  -0.63491  2.75380
N  -2.47592  0.18385  1.77352
H  -2.39692  4.98204  -0.73965
H  -0.79696  3.21169  -1.73660
H  -4.47941  2.72805  2.59829
H  -4.09786  -0.93263  4.46914
H  -2.37700  -1.60715  2.79010
C  2.56809  4.97061  -4.92856
C  1.40910  4.02610  -5.14999
O  1.89690  2.69648  -5.19820
P  1.54978  1.69785  -3.99872
S  -0.38093  1.38366  -3.86499
S  2.41797  2.24282  -2.33151
O  2.31679  0.40856  -4.60905
C  1.77320  -0.25332  -5.76818
C  1.31883  -1.64201  -5.39817
H  2.21230  5.99489  -4.78966
H  3.24873  4.95821  -5.78063
H  3.12035  4.67327  -4.03734
H  0.90697  4.21852  -6.10159
H  0.65514  4.13276  -4.36259
H  2.57355  -0.26065  -6.51351
H  0.93984  0.32824  -6.16510
H  2.14237  -2.23172  -4.99417
H  0.92404  -2.15854  -6.27766
H  0.53741  -1.58100  -4.64405
C  -2.60738  -1.15046  -2.90318
N  -2.54700  -1.34983  -1.45818
C  -3.86434  -1.07045  -0.89923
N  -4.90838  -1.93353  -1.47882
C  -4.90558  -1.73291  -2.92776
N  -3.60965  -2.02069  -3.54241
C  -3.25954  -3.40715  -3.21637
N  -3.20707  -3.66364  -1.77709
C  -2.21127  -2.74985  -1.18763
C  -4.51543  -3.32360  -1.21688
H  -1.62635  -1.36093  -3.33085
H  -2.84669  -0.10680  -3.11133
H  -4.11436  -0.02346  -1.08665
H  -3.83507  -1.23646  0.17629
H  -5.16777  -0.69316  -3.13839
H  -5.66367  -2.38321  -3.37636
H  -2.28208  -3.63061  -3.64882
H  -4.00453  -4.07183  -3.66596
H  -1.23144  -2.96391  -1.61964
H  -2.13843  -2.90938  -0.11110
H  -4.48323  -3.47981  -0.13695
H  -5.26989  -3.98859  -1.64904
C  1.88106  4.09626  1.59998
C  2.67185  3.28109  2.61458
C  3.60049  2.30202  1.91621
C  3.45531  4.20809  3.52868
O  1.80892  2.55085  3.50375
P  0.42089  1.88628  3.01107
O  -0.66855  2.89895  2.99888
O  0.70738  1.08716  1.77513
O  0.13214  0.87864  4.23298
C  0.97555  -0.19392  4.70690
C  -0.00028  -1.22636  5.24450
C  1.83089  -0.83160  3.61983
C  1.84482  0.36773  5.81958
H  2.58150  4.70480  1.02054
H  1.15994  4.73836  2.10498
H  1.33429  3.46401  0.90139
H  4.26782  2.83361  1.23273
H  3.03161  1.57091  1.34571
H  4.20680  1.77502  2.65704
H  4.16834  4.80661  2.95632
H  4.00659  3.62603  4.26914
H  2.77369  4.87759  4.05324
H  -0.55392  -1.69758  4.43387
H  -0.70696  -0.74820  5.92491
H  0.53263  -2.01343  5.78519
H  1.21853  -1.23114  2.81486
H  2.39057  -1.65706  4.07309
H  2.53936  -0.13447  3.17812
H  1.21772  0.76514  6.61963
H  2.47238  1.17359  5.44387
H  2.48198  -0.42005  6.23101

Summary:
Total charge   -2
Energy relative to the best compared isomer or geometry (same formula, charge and spin)   0.0 kcal/mol
Total energy   -4590.67203 Eh
HOMO-LUMO gap (alpha / beta)   4.5 / 6.8 eV
2S+1   2

These are the Löwdin partial charges, in e, on atoms 1 to 8:
1 K 0.680
2 O 0.093
3 C -0.471
4 O -0.067
5 C -0.236
6 C -0.051
7 C -0.127
8 C -0.061

=====

Record 3
The following is a quantum chemistry calculation of 8 unconnected molecules or ions with the total composition C31H50N2O18, from the Open Molecules 2025 dataset.

Atoms and positions in Å:
C  2.45078  -2.22312  1.70297
C  3.08244  -1.29723  2.63032
C  2.99820  -1.66900  4.10740
O  4.37964  -1.79624  4.44162
C  5.19960  -1.45893  3.45827
O  6.37667  -1.29691  3.59724
O  4.48831  -1.33243  2.33751
H  2.60270  -1.80213  0.73649
H  1.41977  -2.31453  1.88897
H  2.78002  -3.20304  1.77594
H  2.60416  -0.39961  2.39804
H  2.37905  -2.53276  4.33088
H  2.60850  -0.83773  4.63992
C  -4.25722  -0.33562  1.85178
C  -5.69552  -0.59235  2.04218
C  -6.38927  -1.12217  0.85590
O  -7.08341  -2.26948  1.26375
C  -6.82014  -2.54382  2.50432
O  -7.21516  -3.51078  3.15011
O  -6.01491  -1.58871  3.08967
H  -3.68770  -1.19764  1.48035
H  -3.79668  -0.07057  2.84204
H  -4.13258  0.56890  1.22117
H  -6.10129  0.36814  2.41946
H  -5.77403  -1.29094  -0.01859
H  -7.16853  -0.40630  0.51717
C  1.72296  -1.27259  -2.64406
C  0.64325  -2.30751  -2.20166
C  1.20317  -3.47473  -1.45587
O  0.37354  -3.58226  -0.30397
C  -0.33064  -2.57360  -0.22565
O  -1.00213  -2.31109  0.79225
O  -0.21070  -1.79561  -1.31100
H  2.36083  -1.58595  -3.49007
H  2.45946  -0.98628  -1.95010
H  1.35448  -0.28952  -2.92909
H  0.11485  -2.82123  -3.09619
H  2.12993  -3.35874  -0.97393
H  1.19794  -4.42775  -1.97516
C  4.65045  0.51149  -0.60912
C  4.70837  1.28938  -1.94373
C  5.93913  1.10230  -2.78167
O  5.34318  0.69724  -3.98139
C  4.08678  0.61107  -3.98741
O  3.36083  0.24818  -4.90147
O  3.64664  0.85651  -2.78290
H  4.80768  -0.55136  -0.76568
H  3.78892  0.68272  -0.02349
H  5.46520  0.80175  0.04233
H  4.63274  2.39372  -1.70184
H  6.66713  0.35109  -2.46864
H  6.50564  2.01925  -3.06260
C  -0.48860  2.16638  -4.08111
C  0.52082  2.76740  -5.08971
C  0.44919  4.31459  -5.32981
O  1.48542  4.72596  -4.45124
C  2.31135  3.74290  -4.19541
O  3.40377  3.91272  -3.68310
O  1.86811  2.63445  -4.74277
H  -0.36473  1.11327  -3.80979
H  -1.46722  2.20232  -4.53639
H  -0.47109  2.88766  -3.29498
H  0.55501  2.13478  -5.95765
H  -0.54437  4.69874  -4.98155
H  0.57797  4.70066  -6.35288
C  -3.65245  4.14250  -2.83574
O  -3.30063  3.19879  -1.85818
C  -3.27106  1.94454  -2.16156
O  -3.53767  1.47776  -3.43364
O  -3.00267  1.14426  -1.11443
C  -3.00841  -0.22160  -1.28152
H  -4.69395  4.11528  -2.86293
H  -3.33530  3.88091  -3.85679
H  -3.19067  5.10279  -2.65295
H  -2.21949  -0.46824  -2.08126
H  -3.94874  -0.66863  -1.71431
H  -2.65439  -0.77729  -0.41110
C  0.08045  1.67211  -0.80585
C  0.58405  1.08300  0.52613
C  -0.53503  1.06774  1.62774
C  0.05939  0.68443  2.90389
N  0.56422  0.37749  3.90065
H  -0.68380  0.98206  -1.07363
H  0.83630  1.77845  -1.62242
H  -0.40378  2.65353  -0.90568
H  1.46348  1.67797  0.87751
H  0.93095  0.01327  0.43305
H  -1.42119  0.47287  1.33499
H  -0.98987  2.06417  1.65864
C  -2.01740  -1.44529  4.30417
C  -1.68451  -2.09626  5.62943
C  -0.22008  -1.91618  6.14413
C  0.14470  -2.70866  7.28781
N  0.50732  -3.29440  8.22446
H  -1.93269  -0.32607  4.33969
H  -3.09615  -1.68322  4.08965
H  -1.38703  -1.89819  3.53306
H  -1.88886  -3.13059  5.72106
H  -2.36389  -1.75371  6.43429
H  0.08104  -0.85056  6.20596
H  0.49914  -2.36838  5.46924

Summary:
Energy relative to the best compared isomer or geometry (same formula, charge and spin)   33.3 kcal/mol
Total energy   -2674.96756 Eh
SMILES string   C[C@H]1COC(=O)O1.C[C@H]1COC(=O)O1.C[C@H]1COC(=O)O1.C[C@H]1COC(=O)O1.C[C@H]1COC(=O)O1.COC(=O)OC.CCCC#N.CCCC#N
HOMO-LUMO gap   10.9 eV

These are the Löwdin partial charges, in e, on atoms 1 to 8:
1 C -0.023
2 C -0.315
3 C -0.066
4 O 0.089
5 C -0.586
6 O 0.158
7 O 0.096
8 H 0.074

=====

Record 4
The following is a quantum chemistry calculation of 5 unconnected molecules or ions with the total composition C31H51BINO14, from the Open Molecules 2025 dataset.

Atoms and positions in Å:
C  4.07078  2.60214  1.11217
C  2.59662  2.23026  1.29409
C  1.81526  2.18376  -0.02803
I  1.51700  4.22526  -0.65055
C  0.51548  1.39375  0.12387
N  -0.70635  2.17895  0.14051
C  -1.71821  1.14065  0.11441
O  -2.74331  1.13828  0.76506
C  -1.22074  0.06865  -0.88145
C  -1.90904  -1.24706  -0.52191
O  -3.24313  -1.16590  -1.01305
C  -4.19783  -1.85913  -0.24063
B  -1.94813  0.48685  -2.25293
C  -2.93747  1.69751  -2.42550
O  -1.70316  -0.31130  -3.36628
C  0.32343  0.12808  -0.80266
C  0.84113  -1.12326  -0.07738
C  2.31739  -1.22010  0.15716
O  3.16390  -0.41365  -0.16678
O  0.95010  0.41088  -2.02718
C  1.07784  -0.68674  -2.92534
C  2.53240  -1.12035  -3.11428
C  2.69656  -2.60705  -2.82940
O  2.85677  -0.87345  -4.49797
H  4.23340  3.23546  0.24905
H  4.43062  3.10356  2.00710
H  4.66088  1.69454  1.02477
H  2.10000  2.94940  1.93949
H  2.54511  1.25211  1.76354
H  2.46838  1.75121  -0.77051
H  0.51574  0.96333  1.12637
H  -0.83931  2.75988  -0.68146
H  -1.44305  -2.11504  -0.97629
H  -1.87304  -1.34078  0.55382
H  -4.75589  -2.54403  -0.87769
H  -4.90533  -1.16123  0.20110
H  -3.72365  -2.45543  0.53410
H  -3.25692  1.79001  -3.45996
H  -3.82701  1.48589  -1.83191
H  -2.54456  2.66321  -2.11649
H  -2.49938  -0.79955  -3.58494
H  0.58137  -2.00726  -0.66314
H  0.36590  -1.23636  0.89376
H  2.63292  -2.14144  0.68816
H  0.71100  -0.36690  -3.89460
H  0.45798  -1.53049  -2.63764
H  3.19646  -0.50713  -2.51395
H  2.18165  -2.90267  -1.91984
H  2.20554  -3.14412  -3.64112
H  3.73570  -2.92402  -2.81019
H  3.58225  -1.45315  -4.72626
O  -1.04089  -0.83290  2.58901
C  -1.76079  -1.04318  3.52626
C  -2.53467  -0.03135  4.33273
C  -2.91564  -0.82589  5.58088
C  -2.98480  -2.24708  5.03441
O  -2.00850  -2.29148  3.97324
H  -3.40717  0.27103  3.74941
H  -1.91871  0.83848  4.54713
H  -3.84268  -0.50460  6.04996
H  -2.11933  -0.74696  6.32214
H  -3.96159  -2.48139  4.60603
H  -2.73164  -3.00617  5.77028
O  -1.26490  -4.25370  0.01043
C  -0.26106  -4.89519  0.08380
C  0.20250  -5.77219  1.22948
C  1.68816  -5.96474  0.92398
C  1.71394  -5.84498  -0.59510
O  0.65293  -4.92685  -0.91812
H  -0.35314  -6.71000  1.18810
H  0.01875  -5.28083  2.18055
H  2.10177  -6.90359  1.28514
H  2.26299  -5.15050  1.36764
H  1.50765  -6.79524  -1.09133
H  2.64925  -5.44398  -0.97805
O  -0.58795  2.26317  7.22553
C  -0.27786  2.88943  6.25657
C  0.69135  4.05283  6.16029
C  0.36051  4.65706  4.79363
C  -0.14613  3.44144  4.02876
O  -0.76693  2.60525  5.02647
H  1.70616  3.65411  6.19822
H  0.53983  4.74235  6.98520
H  1.19996  5.14672  4.30505
H  -0.44179  5.38819  4.89849
H  0.66019  2.87325  3.56539
H  -0.88243  3.68640  3.26756
O  -0.97943  5.04239  -6.65215
C  -0.53600  3.96189  -6.39973
C  0.84536  3.62232  -5.87141
C  0.95414  2.12220  -6.14294
C  -0.50560  1.69044  -6.07310
O  -1.25765  2.82661  -6.54597
H  0.87019  3.84929  -4.80398
H  1.60113  4.20799  -6.38621
H  1.59460  1.58697  -5.44949
H  1.34060  1.95686  -7.15024
H  -0.83056  1.46358  -5.05644
H  -0.72819  0.83656  -6.70872

Summary:
Total energy   -2642.55300 Eh
SMILES string   CC[C@H](I)[C@H]1NC(=O)[C@@](COC)(B(C)O)[C@@]1(CC=O)OC[C@@H](C)O.O=C1CCCO1.O=C1CCCO1.O=C1CCCO1.O=C1CCCO1
HOMO-LUMO gap   9.3 eV

These are the Löwdin partial charges, in e, on atoms 1 to 8:
1 C -0.113
2 C -0.336
3 C -0.632
4 I 0.908
5 C -0.284
6 N 0.067
7 C -0.370
8 O 0.138

=====

> The lowest total energy belongs to which entry?

C31H50KN10O10P2S2